Record 1
The following is a DFT calculation (ωB97M-V/def2-TZVPD) of 2 unconnected molecules or ions with the total composition C6H15NO in a non-equilibrium geometry.

The value obtained for the electronic energy is -9998.9000 eV. The LUMO energy comes out at -0.45 eV. For the gap between HOMO and LUMO, the calculation gives 8.06 eV. Its maximum force is 3.525 eV/A. As for the SMILES: C/C=N\C.CCCO.

The geometry in XYZ format:
```
23
Properties=species:S:1:pos:R:3:forces:R:3
C 1.9740 -1.1253 0.3524 0.60 1.08 -0.44
C 1.8109 0.2069 1.1334 0.75 -0.29 -0.43
O 1.2147 1.2218 0.3648 -0.65 0.18 0.12
C 2.6036 -0.7792 -1.0167 0.38 -0.85 -0.43
N -1.2191 0.5763 -0.7783 -1.02 0.76 3.29
C -2.5829 1.1678 -1.0563 -0.52 -1.04 -2.36
C -1.5367 0.1223 0.4201 0.04 -2.11 -1.07
C -2.3180 -1.1694 0.6031 -1.33 -0.07 -0.94
H 1.0284 -1.6459 0.2220 -0.09 -0.14 0.04
H 2.7156 -1.7597 0.8376 -0.43 -0.22 0.47
H 2.8506 0.5494 1.2414 -0.26 0.05 0.54
H 1.3311 0.1238 2.1277 0.21 -0.24 -0.32
H 0.3191 0.9840 0.0229 0.83 0.38 -0.16
H 3.7043 -0.7764 -1.0182 -0.21 0.27 0.55
H 2.4131 -1.5720 -1.7512 -0.41 0.26 0.02
H 2.2747 0.1847 -1.3867 -0.19 -0.06 -0.15
H -3.3611 0.3895 -1.1208 -0.02 0.34 0.36
H -2.8414 1.9263 -0.3335 -0.18 0.33 0.03
H -2.5878 1.5866 -2.0742 0.35 0.14 0.44
H -1.2891 0.5371 1.4038 1.29 0.25 -0.06
H -2.8276 -1.4018 -0.3308 0.07 0.01 -0.25
H -3.1174 -1.1951 1.3458 0.32 0.31 0.44
H -1.7039 -2.0696 0.7482 0.48 0.65 0.32
```
Forces are in eV/Å.

Mulliken atomic charge list, values in e, 4 entries: -0.129 -0.589 -0.560 -1.119


Record 2
The following is a DFT calculation (ωB97M-V/def2-TZVPD) of a single C4H7N5 molecule in a non-equilibrium geometry.

The value obtained for the electronic energy is -11708.3122 eV. The LUMO energy comes out at 0.74 eV. For the gap between HOMO and LUMO, the calculation gives 8.97 eV. Its maximum force is 4.485 eV/A. As for the SMILES: C1=N[C@@H]2NN=NN2CC1.

The geometry in XYZ format:
```
16
Properties=species:S:1:pos:R:3:forces:R:3
C -1.2482 1.0386 -0.3370 2.03 2.71 0.35
C -1.4989 -0.3431 -0.5709 -1.31 -2.14 0.22
C -0.7797 -1.2186 0.4008 3.40 -0.34 -2.33
C 0.7948 0.6200 0.7260 3.28 2.98 0.72
N -0.1614 1.5217 0.1757 -2.67 0.35 -0.62
N 2.4148 -0.3626 -0.6044 1.06 -0.55 -0.90
N 1.6363 -1.2698 -0.3004 -0.60 -0.05 -0.42
N 2.1602 0.8056 -0.0304 -1.14 -0.51 0.57
N 0.6417 -0.7618 0.5720 -1.03 -0.79 0.80
H -2.0103 1.6395 -0.8787 0.84 0.58 0.76
H -2.5985 -0.4873 -0.4241 0.73 -0.29 -0.91
H -1.1066 -0.4154 -1.5795 -0.60 -0.82 -0.65
H -1.2684 -1.1249 1.2669 -1.51 0.68 3.83
H -0.7636 -2.2924 0.2811 0.08 -0.20 -0.91
H 1.1626 1.0195 1.7467 -1.55 -0.87 -1.00
H 2.6253 1.6308 -0.4437 -1.00 -0.74 0.47
```
Forces are in eV/Å.

Mulliken atomic charge list, values in e, 4 entries: -0.002 -0.288 -0.772 -0.099